Record 1
DFT (wB97M-V/def2-TZVPD) results for C15H18N4O4 in the gas phase at a distorted geometry.

XYZ file:
```
41
C15H18N4O4 (wB97M-V/def2-TZVPD)
C -0.46 -0.04 0.58
C 0.99 -0.33 0.34
C -0.92 0.92 -0.47
C -2.52 0.95 -0.42
C -3.23 2.09 -0.38
C -3.42 -0.11 -0.59
C -4.74 0.41 -0.36
C -3.40 -1.57 -0.27
C -5.90 -0.20 -0.11
C -4.62 -2.12 -0.09
C -5.88 -1.57 0.11
C 3.36 0.71 1.01
C 3.54 1.20 -0.34
C 4.20 -0.63 1.13
C 4.69 -1.28 -0.18
H -1.75 0.71 2.02
H -0.92 -0.47 2.79
H -1.00 -1.10 0.31
H -0.61 2.06 -0.56
H -0.51 0.46 -1.38
H -3.04 3.15 -0.26
H -5.31 2.48 -0.35
H -2.59 -2.37 -0.39
H -6.82 0.47 -0.14
H -4.59 -3.12 0.26
H -6.77 -2.20 0.20
H 1.42 1.15 1.73
H 3.41 1.28 1.99
H 5.09 -0.43 1.80
H 3.68 -1.34 1.70
H 3.94 -2.03 -1.93
H 2.62 -1.34 -1.02
H 4.69 2.15 -1.39
N -0.73 0.35 2.08
N -4.50 1.81 -0.11
N 1.90 0.47 1.09
N 3.65 -1.49 -1.07
O 1.37 -1.39 -0.17
O 2.64 1.11 -1.35
O 5.83 -1.51 -0.54
O 4.76 2.03 -0.32
```

Computed properties:
- M (g mol⁻¹) = 318.33
- ΔE to the lowest compared entry with this formula, charge and spin (eV) = 6.878
- SMILES = NC(=O)C[C@H](NC(=O)[C@@H](N)Cc1c[nH]c2ccccc12)C(=O)O
- orbital gap (eV) = 8.440

Record 2
DFT (wB97M-V/def2-TZVPD) results for 2 unconnected molecules or ions with the total composition C4H12N4O at a distorted geometry.

XYZ file:
```
21
C4H12N4O (wB97M-V/def2-TZVPD)
C -1.57 1.19 -0.93
C 0.74 0.67 2.23
N -0.19 0.85 -0.61
C -0.24 -0.26 1.54
O -1.43 -0.33 1.86
H 0.39 1.68 -0.57
H -1.67 1.44 -1.99
H -2.21 0.35 -0.68
H -1.88 2.05 -0.33
H 0.35 1.69 2.18
H 1.72 0.64 1.74
H 0.87 0.36 3.27
C 0.57 -0.17 -1.31
N -0.21 -1.15 -1.85
N 0.38 -1.42 0.97
N 1.76 0.12 -1.72
H -0.90 -1.47 -1.18
H 0.32 -1.91 -2.25
H -0.20 -2.25 1.02
H 1.37 -1.59 1.09
H 2.03 -0.49 -2.48
```

Computed properties:
- M (g mol⁻¹) = 132.17
- ΔE to the lowest compared entry with this formula, charge and spin (eV) = 0.966
- SMILES = [H]/N=C(\N)NC.CC(N)=O
- orbital gap (eV) = 9.515

Record 3
DFT (wB97M-V/def2-TZVPD) results for 2 unconnected molecules or ions with the total composition C3H3N3O at a distorted geometry.

XYZ file:
```
10
C3H3N3O (wB97M-V/def2-TZVPD)
N 2.34 -0.33 0.58
C 1.17 -0.52 0.27
N -0.90 1.46 -1.21
N -0.37 1.95 -2.03
O -1.66 -0.86 1.86
C -1.29 -0.34 0.84
C -0.08 -0.83 0.01
H 2.84 0.43 0.12
H -1.77 0.55 0.39
H -0.28 -1.50 -0.83
```

Computed properties:
- M (g mol⁻¹) = 97.08
- ΔE to the lowest compared entry with this formula, charge and spin (eV) = 1.556
- SMILES = N=C=CC=O.N#N
- orbital gap (eV) = 10.020

Record 4
DFT (wB97M-V/def2-TZVPD) results for a molecular structure, C26H32AsCrF5NO3SiTe.

XYZ file:
```
71
C26H32AsCrF5NO3SiTe (wB97M-V/def2-TZVPD)
Cr -0.01 0.74 0.72
C -1.29 4.39 -0.35
Si -1.57 2.69 -1.05
C -0.22 2.21 -2.24
C -3.20 2.54 -1.96
N -1.60 1.49 0.30
C -2.79 1.01 0.86
C -3.91 1.80 1.11
C -5.06 1.23 1.65
C -5.10 -0.12 1.96
C -3.98 -0.91 1.75
C -2.85 -0.33 1.22
O -1.64 -0.99 1.06
C -1.61 -2.37 0.97
C -1.00 -3.07 2.00
C -0.88 -4.44 1.89
C -1.36 -5.10 0.76
C -1.98 -4.38 -0.25
C -2.12 -3.01 -0.15
H -1.21 5.12 -1.15
H -0.35 4.40 0.21
H -2.09 4.70 0.32
H -0.43 2.70 -3.19
H -0.22 1.13 -2.44
H 0.77 2.50 -1.91
H -3.13 3.15 -2.87
H -4.07 2.88 -1.41
H -3.37 1.51 -2.27
H -3.87 2.86 0.90
H -5.92 1.86 1.83
H -6.00 -0.55 2.38
H -3.98 -1.96 2.02
H -0.62 -2.52 2.85
H -0.41 -5.01 2.68
H -1.25 -6.17 0.67
H -2.36 -4.89 -1.13
H -2.59 -2.42 -0.93
C 3.17 -1.65 2.84
As 3.16 -0.76 1.12
C 1.44 -2.75 -0.19
C 4.79 -1.28 0.19
O 0.83 -0.48 -0.35
H 3.38 -2.71 2.72
H 2.20 -1.49 3.29
H 3.93 -1.18 3.46
H 3.25 -3.58 0.62
H 0.56 -2.98 -0.78
H 1.77 -4.40 1.10
H 4.92 -2.35 0.19
H 5.63 -0.80 0.69
H 4.72 -0.91 -0.83
F 0.35 0.25 2.37
Te 3.01 2.20 0.75
F 2.91 2.26 2.66
F 2.84 4.05 0.79
F 4.92 2.48 0.90
F 3.12 2.38 -1.18
O 1.04 2.14 0.63
C 1.65 -1.46 0.09
C 2.27 -3.91 0.26
C 2.47 -4.95 -0.83
C 2.80 -4.56 -2.12
C 3.01 -5.51 -3.12
C 2.88 -6.86 -2.82
C 2.54 -7.25 -1.54
C 2.34 -6.30 -0.55
H 2.90 -3.51 -2.36
H 3.27 -5.19 -4.12
H 3.03 -7.60 -3.60
H 2.43 -8.31 -1.30
H 2.07 -6.61 0.45
```

Computed properties:
- 2S+1 = 4
- M (g mol⁻¹) = 784.14
- ΔE to the lowest compared entry with this formula, charge and spin (eV) = 0.000
- orbital gap (spin up / spin down) (eV) = 7.024 / 6.324
- <S²> = 3.79

Record 5
DFT (wB97M-V/def2-TZVPD) results for a gas-phase ion, C6H8N4 (charge +2) at a distorted geometry.

XYZ file:
```
18
C6H8N4 (wB97M-V/def2-TZVPD)
C -2.04 -0.07 0.43
C -1.30 -1.14 0.12
C -1.54 1.22 0.28
C -0.26 1.38 -0.14
C 0.00 -1.00 -0.41
C 1.48 0.53 1.07
N 1.65 -0.96 -1.78
N 1.62 0.15 -1.35
N 0.68 -1.74 -1.32
N 0.66 0.23 -0.30
H -3.16 -0.21 0.67
H -1.82 -2.10 0.10
H -2.27 2.12 0.42
H 0.32 2.29 -0.30
H 1.92 -0.41 1.60
H 2.28 1.22 0.64
H 1.02 1.19 1.93
H 0.77 -2.71 -1.69
```

Computed properties:
- charge = +2
- M (g mol⁻¹) = 136.16
- ΔE to the lowest compared entry with this formula, charge and spin (eV) = 3.379
- SMILES = C[N@+]12C=CC=CC1=[NH+]N=N2
- orbital gap (eV) = 7.929

Record 6
DFT (wB97M-V/def2-TZVPD) results for C2H3FS2 in the gas phase at a distorted geometry.

XYZ file:
```
8
C2H3FS2 (wB97M-V/def2-TZVPD)
C -1.46 0.18 0.04
C -0.35 -0.23 0.57
F -2.71 -0.09 0.51
S 2.29 -0.18 -1.29
S 0.94 0.98 -0.20
H -1.46 0.97 -0.71
H -0.06 -0.90 1.31
H 2.80 -0.73 -0.23
```

Computed properties:
- M (g mol⁻¹) = 110.18
- ΔE to the lowest compared entry with this formula, charge and spin (eV) = 0.798
- SMILES = F/C=C/SS
- orbital gap (eV) = 9.633

Record 7
DFT (wB97M-V/def2-TZVPD) results for 2 unconnected molecules or ions with the total composition C4H12N4 at a distorted geometry.

XYZ file:
```
20
C4H12N4 (wB97M-V/def2-TZVPD)
C -0.58 0.76 1.88
C 0.13 1.10 0.60
C 1.38 1.56 0.59
H 0.94 -1.77 0.70
H -1.58 1.20 1.87
H -0.68 -0.32 1.99
H -0.03 1.15 2.74
H 1.93 1.76 1.49
H 1.86 1.81 -0.34
N 0.28 -1.98 -0.06
C -0.56 0.79 -0.75
N 0.89 -1.96 -1.35
N -1.69 0.00 -0.67
N -0.26 1.53 -1.74
H -0.14 -2.91 0.07
H 0.98 -0.99 -1.63
H 1.85 -2.32 -1.32
H -1.63 -0.75 0.00
H -2.18 -0.15 -1.54
H -0.90 1.48 -2.52
```

Computed properties:
- M (g mol⁻¹) = 116.17
- ΔE to the lowest compared entry with this formula, charge and spin (eV) = 1.860
- SMILES = [H]/N=C(\N)C(=C)C.NN
- orbital gap (eV) = 9.570

Record 8
DFT (wB97M-V/def2-TZVPD) results for a molecular structure, C37H48F10N7O6Si4TeTi at a distorted geometry.

XYZ file:
```
114
C37H48F10N7O6Si4TeTi (wB97M-V/def2-TZVPD)
Ti -0.55 -0.26 -0.15
C 2.14 1.58 -1.17
N 1.55 0.27 -1.38
C 1.22 0.15 -2.79
C 0.47 -1.14 -3.07
N -0.72 -1.16 -2.26
C -1.57 -2.17 -2.45
C -1.30 -3.49 -2.89
F -0.03 -3.90 -3.18
C -2.28 -4.46 -2.98
F -1.95 -5.72 -3.36
C -3.61 -4.18 -2.69
F -4.56 -5.15 -2.76
C -3.95 -2.87 -2.34
F -5.24 -2.54 -2.13
C -2.96 -1.91 -2.25
F -3.29 -0.62 -1.99
C 2.50 -0.77 -0.94
C 1.86 -2.04 -0.36
N 0.94 -1.68 0.68
C 0.90 -2.27 1.84
C 1.71 -3.34 2.37
F 2.78 -3.84 1.67
C 1.51 -3.93 3.59
F 2.34 -4.93 3.99
C 0.48 -3.54 4.43
F 0.26 -4.16 5.63
C -0.33 -2.49 4.01
F -1.34 -2.07 4.80
C -0.10 -1.88 2.80
F -0.92 -0.84 2.48
H 3.00 1.75 -1.85
H 2.50 1.68 -0.15
H 1.39 2.36 -1.35
H 2.13 0.21 -3.42
H 0.55 0.99 -3.04
H 1.15 -1.99 -2.92
H 0.18 -1.15 -4.14
H 3.08 -0.35 -0.12
H 3.18 -1.03 -1.77
H 1.31 -2.62 -1.10
H 2.70 -2.65 -0.01
C 5.27 -0.09 2.01
C 4.04 0.66 2.38
N 2.89 0.55 1.77
C 2.02 1.44 2.35
C 2.71 2.12 3.38
N 3.99 1.59 3.36
C 2.36 3.12 4.35
O 1.13 3.62 4.33
O 3.20 3.50 5.19
C 0.65 1.60 1.89
O -0.09 2.49 2.36
O 0.25 0.80 0.96
H 5.02 -1.09 1.65
H 5.95 -0.19 2.86
H 5.81 0.42 1.21
H 4.71 1.88 3.99
H 0.58 3.22 3.56
C -5.94 2.82 -0.84
Si -4.69 4.21 -1.28
C -5.75 5.58 -2.15
C -4.10 4.96 0.37
Si -2.82 3.40 -2.50
Te -1.26 2.07 -1.08
Si -1.47 5.32 -2.96
C -0.65 6.03 -1.38
C -2.24 6.88 -3.82
C 0.00 4.86 -4.12
Si -3.57 2.60 -4.60
C -4.24 3.95 -5.81
C -2.13 1.74 -5.56
C -4.97 1.29 -4.52
H -6.78 3.17 -0.24
H -5.40 2.08 -0.26
H -6.34 2.33 -1.72
H -6.56 5.94 -1.51
H -6.20 5.21 -3.07
H -5.14 6.43 -2.41
H -4.91 5.17 1.07
H -3.55 5.88 0.22
H -3.43 4.25 0.84
H -1.36 6.60 -0.79
H 0.20 6.67 -1.58
H -0.32 5.20 -0.77
H -3.01 7.32 -3.20
H -2.70 6.62 -4.77
H -1.49 7.65 -4.02
H 0.46 3.95 -3.75
H 0.76 5.62 -4.17
H -0.34 4.66 -5.13
H -3.47 4.68 -6.04
H -5.06 4.48 -5.34
H -4.61 3.54 -6.75
H -1.35 2.46 -5.81
H -2.45 1.27 -6.49
H -1.69 0.98 -4.94
H -5.91 1.74 -4.20
H -4.72 0.52 -3.80
H -5.16 0.80 -5.48
C -3.53 -4.19 0.94
N -3.59 -2.76 0.81
C -4.74 -2.05 0.99
C -4.73 -0.71 0.93
C -3.47 0.00 0.73
O -3.37 1.21 0.82
N -2.38 -0.78 0.41
C -2.41 -2.11 0.45
O -1.42 -2.79 0.19
H -4.52 -4.59 1.12
H -2.88 -4.46 1.78
H -3.10 -4.63 0.04
H -5.63 -2.63 1.17
H -5.63 -0.13 1.06
```

Computed properties:
- charge = -2
- 2S+1 = 2
- M (g mol⁻¹) = 1164.62
- orbital gap (spin up / spin down) (eV) = 5.121 / 5.435
- <S²> = 0.75

Record 9
DFT (wB97M-V/def2-TZVPD) results for a molecular structure, C25H28N3O6PtS3 at a distorted geometry.

XYZ file:
```
66
C25H28N3O6PtS3 (wB97M-V/def2-TZVPD)
Pt -0.12 -0.01 -0.21
N 1.84 0.27 0.17
N 2.21 1.64 0.20
C 1.35 2.57 -0.23
N 1.71 3.85 -0.12
S -0.13 2.14 -0.92
H 1.89 -0.06 1.30
H 2.48 -0.22 -0.44
H 2.95 1.87 0.84
H 2.63 4.14 0.17
H 1.05 4.57 -0.39
O -2.18 -0.07 -0.33
S -3.26 -1.03 -0.80
C -3.22 -2.48 0.30
C -3.37 -2.10 1.77
C -2.05 -1.75 2.47
C -1.11 -2.96 2.55
S 0.38 -2.76 1.50
O -0.13 -2.09 0.22
C 0.58 -4.46 0.99
C 0.16 -4.88 -0.26
C 0.32 -6.21 -0.60
C 0.89 -7.10 0.30
C 1.32 -6.66 1.54
C 1.17 -5.33 1.89
C -2.78 -1.87 -2.31
C -3.76 -2.67 -2.88
C -3.46 -3.37 -4.04
C -2.20 -3.24 -4.62
C -1.25 -2.41 -4.05
C -1.54 -1.71 -2.88
H -2.29 -3.02 0.10
H -4.06 -3.08 -0.05
H -3.84 -2.94 2.28
H -4.07 -1.26 1.88
H -2.25 -1.38 3.47
H -1.57 -0.92 1.94
H -1.59 -3.88 2.23
H -0.72 -3.11 3.56
H -0.27 -4.17 -0.96
H 0.00 -6.56 -1.57
H 1.01 -8.14 0.03
H 1.78 -7.35 2.24
H 1.52 -4.97 2.86
H -4.75 -2.75 -2.44
H -4.21 -4.00 -4.50
H -1.97 -3.78 -5.53
H -0.28 -2.30 -4.51
H -0.80 -1.06 -2.44
O 1.82 -0.22 2.74
C 0.75 0.38 3.16
O -0.06 0.96 2.43
C 0.50 0.31 4.64
C -0.74 0.71 5.13
C -1.04 0.64 6.49
C -0.05 0.17 7.32
O -0.08 0.02 8.67
C 1.16 -0.58 9.04
O 1.98 -0.63 7.87
C 1.19 -0.23 6.83
C 1.50 -0.17 5.50
H -1.47 1.09 4.43
H -2.00 0.95 6.88
H 0.98 -1.59 9.40
H 1.65 0.04 9.79
H 2.46 -0.48 5.11
```

Computed properties:
- charge = +1
- M (g mol⁻¹) = 757.79
- ΔE to the lowest compared entry with this formula, charge and spin (eV) = 0.334
- orbital gap (eV) = 7.371

Record 10
DFT (wB97M-V/def2-TZVPD) results for C4H12N2 in the gas phase at a distorted geometry.

XYZ file:
```
18
C4H12N2 (wB97M-V/def2-TZVPD)
C 2.23 -0.06 0.36
N 1.28 -0.62 -0.56
C -0.54 -0.68 1.29
C -0.20 -0.42 -0.20
C -0.72 0.93 -0.83
N -2.17 0.90 -0.80
H 2.51 -0.52 1.26
H 3.20 0.12 -0.01
H 1.83 1.00 0.56
H 1.35 -1.64 -0.48
H -0.54 -1.80 1.47
H -1.65 -0.62 1.55
H 0.13 -0.06 1.88
H -0.73 -1.17 -0.74
H -0.58 1.86 -0.31
H -0.26 0.97 -1.80
H -2.72 0.12 -1.21
H -2.42 1.70 -1.42
```

Computed properties:
- M (g mol⁻¹) = 88.15
- ΔE to the lowest compared entry with this formula, charge and spin (eV) = 1.765
- SMILES = CN[C@@H](C)CN
- orbital gap (eV) = 10.154

Record 11
DFT (wB97M-V/def2-TZVPD) results for 2 unconnected molecules or ions with the total composition C8H12N2O at a distorted geometry.

XYZ file:
```
23
C8H12N2O (wB97M-V/def2-TZVPD)
C 0.06 0.17 1.55
C -0.07 1.41 1.05
C 0.86 1.40 -0.10
C -0.72 -3.09 -0.38
C -0.86 -1.80 -0.27
C -0.56 2.57 1.78
C -1.67 -0.85 -0.99
C 2.04 -0.18 -1.34
N 0.80 -0.67 0.86
N 1.34 0.11 -0.11
O 1.28 2.29 -0.84
H -0.33 -0.29 2.40
H -0.20 -3.69 0.32
H -1.10 -3.51 -1.24
H -1.02 3.23 1.01
H 0.35 3.13 2.36
H -1.30 2.42 2.57
H -1.50 0.31 -0.73
H -2.63 -1.10 -0.73
H -1.50 -0.77 -2.07
H 3.03 -0.77 -1.26
H 1.47 -0.97 -1.93
H 2.24 0.65 -1.90
```

Computed properties:
- M (g mol⁻¹) = 152.20
- ΔE to the lowest compared entry with this formula, charge and spin (eV) = 5.588
- orbital gap (spin up / spin down) (eV) = 7.958 / 6.868

Record 12
DFT (wB97M-V/def2-TZVPD) results for C6H7NO2 in the gas phase at a distorted geometry.

XYZ file:
```
16
C6H7NO2 (wB97M-V/def2-TZVPD)
C -0.05 0.85 2.02
C 0.45 -0.19 1.31
C -0.70 1.88 1.19
C 1.13 -0.62 -1.26
C -0.09 -1.31 -0.94
C 0.23 -0.07 -0.16
N -0.68 1.36 -0.10
O -1.10 3.00 1.43
O -1.09 -1.37 -1.93
H 0.14 1.01 3.06
H 1.13 -0.91 1.68
H 2.20 -0.88 -0.98
H 1.01 -0.30 -2.26
H -0.08 -2.25 -0.37
H -0.68 1.93 -0.90
H -1.82 -2.12 -1.80
```

Computed properties:
- M (g mol⁻¹) = 125.13
- ΔE to the lowest compared entry with this formula, charge and spin (eV) = 2.621
- SMILES = O=C1C=C[C@]2(C[C@@H]2O)N1
- orbital gap (eV) = 9.736

Which of these has the highest M? C37H48F10N7O6Si4TeTi